{"formula": "C30H50IrP2S", "method": "ωB97M-V/def2-TZVPD", "de_lowest_kcal_mol": 0.0, "total_energy_ev": -64153.48301, "spin_multiplicity": 6, "homo_lumo_gap_ev": [7.499, 6.101], "charge": 2, "fmax_ev_per_a": 3.4, "elements": ["Ir", "C", "C", "C", "C", "C", "C", "H", "H", "H", "C", "H", "H", "H", "C", "H", "H", "H", "C", "H", "H", "H", "C", "H", "H", "H", "C", "C", "C", "C", "C", "C", "C", "C", "H", "H", "H", "H", "H", "H", "H", "H", "H", "H", "H", "H", "P", "C", "H", "H", "H", "C", "H", "H", "H", "C", "H", "H", "H", "P", "C", "H", "H", "H", "C", "H", "H", "H", "C", "H", "H", "H", "S", "C", "C", "C", "C", "C", "C", "H", "H", "H", "H", "H"], "xyz": [[-0.16508, -0.07236, -0.78541], [-1.81948, 1.62405, -0.19373], [-2.43376, 0.76302, -1.17482], [-1.73536, -0.55411, 0.60644], [-1.51658, 0.83732, 0.94225], [-2.39017, -0.58098, -0.68373], [-1.78674, 3.11831, -0.22852], [-1.48013, 3.51169, -1.20585], [-1.13152, 3.54382, 0.54100], [-2.80072, 3.47583, -0.01536], [-1.36868, 1.30027, 2.34144], [-1.13942, 2.36378, 2.39477], [-0.57440, 0.72930, 2.83313], [-2.30277, 1.10711, 2.89743], [-1.82660, -1.62317, 1.65068], [-2.77947, -1.46115, 2.18963], [-1.00676, -1.52458, 2.38009], [-1.82277, -2.63269, 1.22827], [-3.18310, -1.73792, -1.19945], [-4.24846, -1.48033, -1.26485], [-3.09252, -2.61215, -0.55310], [-2.84884, -2.02243, -2.19389], [-3.15160, 1.22472, -2.39129], [-4.15695, 1.61088, -2.12617], [-3.29254, 0.41305, -3.11619], [-2.61350, 2.04796, -2.88780], [1.42044, 0.39329, -2.63555], [0.34968, 1.18160, -2.82087], [-0.23596, 1.43190, -4.19004], [-1.11505, 0.28193, -4.74641], [-1.07506, -1.03048, -3.98787], [0.03408, -1.78782, -3.95472], [1.34691, -1.36452, -4.55577], [2.13469, -0.23635, -3.80777], [0.56825, 1.65974, -4.91715], [-0.80422, 0.11310, -5.79696], [-0.83059, 2.36020, -4.14758], [2.37932, 0.55817, -4.54406], [1.87363, 0.26067, -1.61693], [-0.11742, 1.76575, -1.98624], [3.12202, -0.61964, -3.50928], [1.99393, -2.25637, -4.59859], [-0.00740, -2.83592, -3.63558], [1.20203, -1.01646, -5.59368], [-2.15436, 0.64079, -4.77287], [-2.05501, -1.42651, -3.68134], [1.73495, 1.55865, 0.52944], [1.52297, 2.54903, 2.05345], [2.44958, 3.13324, 2.16439], [1.40313, 1.90975, 2.93958], [0.67253, 3.23867, 1.95541], [3.45172, 0.93506, 0.67553], [4.04794, 1.77401, 1.06862], [3.83542, 0.63661, -0.30958], [3.48999, 0.09404, 1.38554], [1.90453, 2.93250, -0.67944], [2.15264, 2.52246, -1.66750], [2.71052, 3.58627, -0.31005], [0.94681, 3.47943, -0.71913], [1.09157, -2.20098, -0.22855], [-0.14724, -3.20746, -1.13065], [0.35617, -4.01964, -1.67089], [-0.68489, -2.56013, -1.84262], [-0.88643, -3.62384, -0.43339], [2.67505, -2.27368, -1.15280], [2.50582, -2.01796, -2.20918], [3.10844, -3.28317, -1.08016], [3.37856, -1.55712, -0.69821], [1.44080, -3.40444, 1.16162], [1.57815, -4.40987, 0.70950], [0.59859, -3.44628, 1.87419], [2.36303, -3.13271, 1.70668], [1.43362, -0.74511, 2.75004], [1.50264, -0.26537, 4.38304], [2.68124, 0.36413, 4.88788], [2.66537, 0.93720, 6.13861], [1.54767, 0.83087, 6.95243], [0.38204, 0.13327, 6.52313], [0.38555, -0.44773, 5.24822], [3.53129, 0.43405, 4.20858], [3.55068, 1.48720, 6.47399], [1.54200, 1.24567, 7.94503], [-0.49662, 0.05025, 7.14579], [-0.49545, -0.98718, 4.86346]], "mulliken_charge": [0.589, -0.565, 1.141, 0.873, 0.675, 0.580, -1.589, 0.308, 0.358, 0.405, -1.393, 0.545, -0.117, 0.408, -1.029, 0.510, -0.281, 0.408, -1.230, 0.406, 0.402, 0.160, -1.893, 0.458, 0.420, 0.273, 0.604, 0.216, -1.860, -1.533, -0.264, -0.586, -1.188, -2.581, 0.454, 0.658, 0.492, 0.615, -0.122, 0.873, 0.567, 0.475, 0.876, 0.365, 0.373, 0.907, 1.538, -1.170, 0.586, 0.092, 0.329, -1.357, 0.557, 0.467, 0.262, -1.233, 0.274, 0.578, 0.287, 1.475, -0.903, 0.623, -0.588, 0.377, -1.032, -0.024, 0.609, 0.205, -1.563, 0.558, 0.323, 0.449, 0.321, 0.139, -0.357, -0.633, -0.392, -0.721, -0.288, 0.420, 0.402, 0.415, 0.446, 0.368]}